1.
125
Properties=species:S:1:pos:R:3:forces:R:3:mulliken_charge:R:1 method="wB97M-V/def2-TZVPD" homo_lumo_gap_ev=4.567 largest_force_ev_per_a=6.0 e_tot_ev=-123378.1728 total_charge=+1
H 5.749601 1.703197 -1.670679 -0.3 0.2 -0.2 0.302
H 1.351623 -5.266096 -1.258143 -0.1 -0.7 0.3 0.218
H -2.217267 -5.529131 -2.899086 -0.1 -0.3 0.1 0.353
H 6.847195 1.116408 6.026234 0.3 0.3 0.0 0.254
C -2.995825 -6.337840 -5.566239 0.6 0.4 1.4 -0.507
O -6.043109 -4.006590 5.763057 1.1 0.5 0.3 -0.654
H -2.975203 -3.142929 5.835792 0.1 -0.2 -0.5 0.319
H -1.786934 -7.837593 -3.549492 -0.1 -0.5 0.5 0.425
O 2.889318 0.928937 -6.657697 0.1 -0.6 -1.3 -0.650
O 0.352091 1.403945 6.474148 1.1 -0.2 -0.5 -0.507
H 7.105612 1.315856 0.601629 -0.3 -0.3 0.2 0.210
C -1.482598 -6.426164 -5.787445 -1.4 -0.3 -0.5 -0.737
H 1.332813 1.268796 0.790035 -0.3 0.9 -0.7 0.235
H 6.617958 5.919088 1.596121 -0.1 -0.1 -0.1 0.270
H 1.372151 -0.375158 1.014329 -0.9 -1.0 -0.2 0.296
H 6.384884 0.414252 7.532846 -0.2 -0.6 0.1 0.277
H 0.833903 -4.585421 2.391270 0.2 0.4 0.0 0.262
H 1.280011 1.173587 6.560775 0.1 -0.6 0.4 0.279
O -1.091519 1.371161 -0.616684 1.5 -1.8 2.1 -0.448
H 4.850146 0.310964 5.222958 0.2 0.5 0.5 0.284
C 1.259060 -5.814114 0.743486 -0.4 -3.4 0.3 0.658
O 4.623180 -1.322303 6.377380 0.8 0.4 -0.7 -0.522
H -3.777535 -6.009385 -2.141841 -0.1 0.1 -0.3 0.410
H 8.581294 0.071426 6.447072 0.4 -0.3 0.0 0.317
C 5.118619 0.601240 -7.545584 -0.9 -0.3 -0.1 -0.858
H -5.214845 -7.726554 -5.080966 0.1 0.0 0.3 0.423
H -2.567746 6.607158 -0.177609 0.0 0.0 -0.2 0.221
H -5.791523 5.692026 -3.012005 0.1 -0.1 0.0 0.288
H -5.585387 4.593498 -5.093445 0.0 -0.2 -0.2 0.258
O -6.192550 6.062776 -3.801509 -0.4 0.6 -0.1 -0.491
H -4.620222 6.744725 1.433178 0.3 0.5 0.0 0.339
C -2.841106 -8.102722 -3.630343 -0.3 2.0 -2.4 -0.891
H 5.043122 -2.185539 6.368363 -0.1 -0.2 0.2 0.293
H -3.797524 5.557889 2.393006 0.3 0.0 0.3 0.235
H 1.781550 -4.108438 -0.174460 0.4 0.0 0.2 0.222
H -3.051308 4.827117 -6.086268 0.0 0.0 0.0 0.291
C -3.871702 5.954147 1.380292 -0.4 2.0 1.4 -0.326
H -5.436112 -4.124567 8.226370 0.1 0.1 -0.4 0.234
O -0.692815 -5.546377 -5.033781 0.0 -0.6 0.3 -0.452
H -3.675271 -4.764337 -3.501942 -0.3 0.0 0.5 0.400
H -2.171001 7.319812 1.392318 -0.4 0.1 0.0 0.313
H 4.592292 5.665810 1.253321 -0.7 -0.3 0.0 0.179
C -5.010214 -6.913385 -4.384565 1.6 -0.1 1.6 -0.888
H 5.514975 -0.031199 -8.339964 0.4 0.3 0.0 0.302
H -1.226754 -7.467117 -5.589796 0.6 0.2 0.2 0.393
O 1.873209 3.835356 7.581605 0.6 0.5 0.1 -0.491
H 5.871101 -0.200989 -0.915794 -0.1 0.0 0.1 0.284
N -3.462158 -6.764220 -4.171760 -1.6 0.1 1.1 -0.210
H -5.881196 0.175535 0.919462 0.1 0.8 0.2 0.281
H -1.662826 4.672901 0.694719 0.1 -0.1 -0.1 0.266
C 7.486108 0.639583 -0.163856 0.7 0.0 -2.1 -0.293
H -0.079437 3.419362 8.019730 0.1 -0.2 0.0 0.257
H 7.904022 0.867466 -2.329511 -0.7 -0.4 -0.1 0.241
H 7.145185 7.126799 2.689409 -0.5 0.2 0.5 0.282
O -3.302912 5.752291 -6.134909 -0.2 0.4 -0.2 -0.505
C 0.396684 2.737679 6.012600 -1.7 0.5 0.3 -0.309
H -2.993354 -8.693629 -4.533540 0.2 -0.9 0.6 0.415
H -1.054952 0.618402 1.296116 1.3 1.1 0.8 0.310
H -7.314781 -0.618959 1.314599 -0.5 -0.2 -0.6 0.279
H 2.207921 4.503210 6.978668 0.8 0.0 0.2 0.324
H 1.080056 2.963988 5.194137 0.8 -0.3 0.2 0.262
N 1.697288 -5.103882 -0.323108 0.0 1.9 -0.3 -0.385
O 6.487025 2.314584 -1.607319 1.1 -0.4 -0.3 -0.486
H 5.421057 0.188434 -6.583183 -0.3 -0.3 0.0 0.230
H -3.850100 4.309384 0.446124 -0.1 -0.3 -0.1 0.265
C 0.993121 0.356120 0.300418 5.0 -0.4 -3.2 -0.242
H -7.502005 1.064279 0.922154 0.4 0.2 0.0 0.240
C -6.939873 0.167926 0.660117 1.0 0.1 0.4 -0.834
N -6.047914 -0.041645 -1.621983 1.8 0.7 -0.8 -0.372
H -1.061978 -4.660617 -5.006352 -0.1 0.1 -0.3 0.357
H -3.968532 7.155564 -4.728872 0.3 0.1 -0.5 0.293
C -5.505316 5.671523 -4.953650 1.9 -0.1 -0.5 -0.300
C -5.015486 -3.558691 6.294522 -2.7 -0.9 -3.0 0.730
H 0.128636 4.667222 6.817011 0.1 0.5 0.2 0.287
C -0.574627 0.484912 0.326803 -4.4 1.4 -2.8 -0.269
O -8.187764 -0.574841 -1.167747 1.6 0.8 -0.2 -0.634
O 4.675029 6.417019 4.238021 0.8 0.3 -0.2 -0.614
H 5.565307 1.595036 -7.515170 -0.4 0.1 -0.5 0.264
H 7.110005 5.435462 3.186693 -0.2 0.1 0.2 0.223
H -3.993290 -1.775176 5.849214 -0.1 0.2 0.0 0.307
N -4.790989 -3.699696 7.575670 1.5 0.4 2.1 -0.364
H -1.007464 -0.495836 0.129649 0.8 -0.9 -1.0 0.208
H -5.881497 6.157858 -5.853693 -0.6 0.1 0.3 0.283
O 6.672942 -0.494273 -0.476899 -0.1 0.1 0.7 -0.478
H -3.315032 -8.454949 -2.714146 0.0 0.2 -0.3 0.335
C 5.518871 -0.443444 5.637407 -0.1 -0.3 1.4 -0.441
C 6.561922 6.207001 2.645924 -0.5 -0.2 -0.6 -0.854
H -3.473915 5.603545 -4.106445 0.0 -0.1 0.3 0.256
H -1.399421 -6.330835 -6.870069 0.5 0.4 -0.2 0.358
C -3.964318 -2.813211 5.517933 0.2 0.7 0.5 -1.027
H 2.577139 -4.932053 2.187675 -0.1 0.3 -0.1 0.313
O 0.741302 -6.922844 0.605862 -0.1 0.9 -0.4 -0.620
H -3.563405 -6.921909 -6.290685 0.3 -0.3 0.1 0.440
H -5.297988 0.585684 -1.368642 0.0 -0.2 -0.2 0.209
C 1.569787 -5.343282 2.122553 0.2 1.2 0.7 -0.969
Zn 0.090149 1.293672 -3.733042 0.2 -0.2 0.8 0.350
H 5.901761 -0.925494 4.737887 0.4 -0.3 0.2 0.303
C 3.553710 0.526685 -7.621250 2.2 1.6 3.5 0.617
C 0.548867 3.731422 7.185487 -1.5 -0.7 -1.4 -0.404
O 1.687284 0.150994 -0.988102 -3.1 0.9 4.2 -0.437
H -4.139181 -2.795105 4.442201 0.1 -0.5 0.3 0.268
H -3.941015 -3.254871 7.891531 -0.3 -0.3 0.6 0.188
C -7.087430 -0.115656 -0.805461 -4.3 -2.3 1.0 0.592
H -5.285262 -7.107849 -3.347929 -0.9 -0.3 -0.4 0.426
H -0.551175 2.831068 5.482561 -0.5 0.6 0.4 0.301
H 1.492020 -6.053809 2.945488 -0.1 -0.6 -0.7 0.305
O 7.899260 -0.604180 6.447678 -0.6 0.3 0.2 -0.504
N 3.084513 -0.123303 -8.659132 -1.0 -0.8 -1.3 -0.362
C 6.695483 0.156717 6.520279 -1.3 0.3 -1.9 -0.260
C 5.075048 6.205196 3.104485 -0.2 -0.4 1.3 0.670
C -2.527532 6.417750 0.895058 -0.1 0.5 0.4 -0.392
N 4.198305 5.738091 2.180494 1.0 0.0 -1.4 -0.340
O -1.566926 5.457514 1.239493 0.9 -0.8 -0.1 -0.459
H 3.654846 -0.248273 -9.483268 -0.4 -0.2 0.2 0.215
H -6.197814 -0.219310 -2.604869 -0.2 0.2 0.2 0.243
H 3.228265 5.528407 2.367978 0.3 0.3 0.1 0.186
H 8.451301 0.225182 0.127312 -0.1 0.0 0.2 0.320
C 7.662000 1.480181 -1.461119 0.1 0.1 1.2 -0.439
C -3.980025 6.086701 -4.942211 -1.2 -0.6 0.8 -0.374
H -5.447244 -5.971677 -4.716662 0.3 -0.1 0.0 0.376
H 8.574566 2.073071 -1.399270 -0.4 0.7 0.4 0.339
H -3.397815 -5.326655 -5.629518 0.3 0.2 -0.2 0.411
C -3.285254 -5.679638 -3.056735 0.5 -0.5 -1.8 -0.842
H 2.106802 -0.374483 -8.626160 0.1 0.2 -0.5 0.233
O -4.454027 5.047653 0.554892 -0.7 -2.0 -1.8 -0.462

***

2.
120
Properties=species:S:1:pos:R:3:forces:R:3:mulliken_charge:R:1 method="wB97M-V/def2-TZVPD" homo_lumo_gap_ev=7.306 largest_force_ev_per_a=7.7 e_above_lowest_kcal_mol=648.44 e_tot_ev=-148628.6903 total_charge=0
H -6.535540 -3.041908 8.030174 3.0 0.7 0.1 -0.317
O -11.804885 -6.052753 13.243682 -3.2 -1.4 -4.8 -0.693
S -9.750448 -4.135308 7.186523 -2.4 2.7 -0.9 0.320
H -6.420186 -5.039339 7.091394 0.2 0.1 0.3 0.340
H -6.555718 -4.435389 16.173414 0.8 0.0 0.3 0.241
H -6.165745 -0.064184 11.928731 -0.1 0.1 1.1 -0.110
S -5.953130 -6.750394 8.706844 -0.8 -0.2 0.7 0.359
H -11.276077 3.119930 12.715039 -0.9 -0.2 0.2 0.439
H -9.956760 -5.287022 13.090708 0.5 -0.6 1.4 -1.297
O -13.628557 2.458843 11.450549 -0.8 1.3 0.3 -0.550
C -12.859685 -1.035470 13.029652 0.0 1.2 0.4 -3.125
H -6.074673 -0.562472 10.199530 -0.1 -0.9 -0.7 -0.605
C -5.624162 -2.958749 8.622260 3.5 -0.3 -1.3 1.019
H -10.022162 -6.383750 10.128527 0.0 -1.2 1.1 0.771
H -9.817385 -7.315354 11.741661 0.4 0.1 -0.9 0.739
O -6.188192 -1.416391 14.522449 -0.4 -0.5 -0.7 -0.974
H -9.527389 -7.004282 13.324132 0.2 0.2 0.7 0.794
C -13.794505 1.039432 14.226022 -0.1 -0.3 -0.5 -1.761
S -7.930358 1.668511 11.962692 2.0 -0.5 -0.3 0.217
S -8.613727 -5.528768 14.979002 0.1 -3.7 2.2 0.170
H -4.434619 -3.473054 13.955675 -0.1 0.6 -0.3 0.511
H -8.432154 -2.144536 6.820596 0.3 -0.5 -0.4 0.520
C -9.099663 -1.542517 11.333249 3.9 -2.6 0.6 -1.127
H -7.137133 -6.467298 6.569508 0.1 -0.7 0.4 0.514
C -10.957810 -0.184661 11.704775 -3.0 3.5 1.9 -0.543
O -4.705414 -1.126386 6.757553 -0.6 -0.6 3.0 -0.664
H -9.942844 2.484055 12.017713 0.0 -0.1 0.3 0.425
C -8.224247 -4.214716 11.598283 0.8 0.9 1.4 -0.478
H -13.038812 -1.335175 14.062221 -0.9 0.0 0.2 0.714
H -8.934754 -5.101108 9.179925 -0.3 -0.2 0.0 -0.200
C -8.456817 -2.876516 7.627866 -2.7 -0.6 -1.5 0.451
N -13.058187 1.259650 11.725516 3.1 -4.7 0.4 0.769
H -9.302578 -0.647303 10.745424 1.3 -1.8 -1.5 1.020
H -9.461788 -5.509041 11.520638 -1.0 -1.9 -0.4 -0.509
C -14.960293 -0.125683 12.153574 -0.7 0.4 0.4 -1.974
H -11.097615 -0.490592 13.945741 0.5 1.1 0.0 1.726
H -5.823842 -6.006940 11.062600 -0.1 0.2 -0.1 0.397
C -12.915529 -3.989670 12.901538 -1.6 1.6 -0.4 -2.103
H -11.670091 2.834740 10.178036 0.2 0.2 -0.8 0.833
H -15.570382 0.737905 11.888794 -0.2 -0.1 0.1 0.409
H -15.545384 -0.813363 12.764203 -0.1 0.3 0.6 0.371
H -7.328470 -7.625842 14.552390 -0.6 0.1 0.1 0.411
H -10.261094 -3.907203 14.778596 -1.8 -0.3 -0.6 0.701
O -6.661115 -8.035912 9.065263 0.4 1.1 0.0 -0.631
H -4.982561 -3.816821 8.421860 0.7 0.4 -0.6 0.680
H -11.306461 -0.769884 10.853856 0.5 0.9 0.1 1.050
S -6.786882 -2.826129 14.362405 4.2 5.1 1.1 1.428
C -9.816729 -6.080386 13.824933 2.4 -1.1 1.5 -0.598
H -13.305382 -7.299959 10.387852 0.3 0.5 -0.2 0.332
H -10.158928 1.899190 9.827481 -0.3 0.2 0.6 0.148
H -10.991517 -2.262195 14.547025 -0.1 -0.9 0.4 0.890
H -5.681751 -2.879287 16.700663 0.6 -0.1 -1.0 0.397
H -5.738330 1.097018 10.817082 -0.2 1.3 0.6 0.433
O -8.391800 -4.116375 14.636724 0.5 -1.5 0.0 -1.062
C -6.225727 -5.549470 10.158548 -0.6 -0.6 -2.2 0.336
H -8.526267 1.739771 14.351216 -0.3 -0.1 -0.3 0.450
H -6.711136 -6.244248 13.651287 0.0 0.0 0.0 -0.120
C -9.955105 -4.808103 8.932646 -0.6 0.3 -1.9 -0.887
H -13.213952 -4.781309 13.588820 1.0 0.7 0.3 0.489
H -12.930529 0.858633 14.865529 0.6 0.3 -0.4 0.274
H -9.933860 -1.573970 12.034116 3.0 -1.7 -0.9 0.152
H -14.829448 -0.720174 11.249383 0.7 0.4 -0.2 0.368
H -7.055194 -0.616448 8.693004 0.2 0.4 0.1 0.039
H -13.598519 2.408761 10.492327 -0.6 0.5 -0.2 0.402
O -10.959972 -3.225477 6.712945 2.4 -2.4 1.5 -0.667
H -10.806411 -1.872043 13.024449 -1.2 3.4 0.6 -0.356
H -8.184475 -1.383962 11.903668 0.5 0.4 -0.1 -0.546
C -11.556569 1.246829 11.509557 0.5 0.2 1.1 1.821
H -5.862787 0.704572 9.102666 0.2 -0.2 -1.0 0.669
S -11.114791 -3.593033 12.344219 -4.1 -0.8 1.2 1.537
C -5.397522 -3.636439 13.471707 -0.5 -1.8 0.2 -0.787
C -10.036453 -6.384562 11.218428 -0.8 -0.1 -0.1 -1.271
C -10.530825 -3.126058 14.067851 0.6 0.2 0.3 -1.111
S -11.700377 -5.953403 11.698155 -1.5 -3.0 -0.2 0.916
O -8.778063 0.889238 10.999696 2.3 2.0 -0.2 -0.517
H -9.887926 -0.234340 11.907233 -2.4 3.0 -0.4 -2.433
H -14.003576 2.108420 14.185295 0.1 0.0 -0.2 0.383
H -10.203675 -3.994794 9.614436 -1.2 -1.0 -0.7 0.659
H -13.197212 -1.870384 12.415571 -0.2 1.7 -0.7 0.402
C -10.848631 2.137353 12.515157 0.6 1.3 0.0 -1.783
S -4.762636 -1.401934 8.294450 -0.2 0.9 -1.8 0.248
C -6.157064 1.020400 11.820534 -1.3 0.2 0.0 -0.664
H -7.292898 -5.328575 10.179807 0.9 -1.3 -0.4 -0.773
H -5.525043 -4.716606 13.400425 0.0 -0.3 0.6 0.223
H -7.322803 0.469828 14.016173 0.3 0.2 -0.1 0.424
H -11.657108 1.210274 9.323174 -0.5 0.2 -0.2 0.444
H -7.523336 -3.378828 7.881620 -2.6 -0.3 -1.2 -0.463
H -7.364350 -3.056013 16.700698 -0.3 0.3 -0.4 0.395
H -10.576502 1.647919 13.450307 -0.4 0.1 -0.1 0.006
H -9.037356 -4.224751 12.324142 0.8 0.8 -0.1 0.757
C -11.362658 -0.935430 12.986590 -1.1 2.7 -0.2 0.404
H -6.422124 -6.413388 15.417527 0.0 0.2 -0.2 0.480
C -6.483040 -3.348682 16.129954 -1.2 -0.8 -0.2 -1.208
H -7.960207 -5.501249 7.781234 0.6 -0.7 0.3 0.008
C -12.445536 -7.473722 11.034824 -0.7 -1.1 0.4 -1.393
O -11.202671 -2.405353 11.411210 -2.6 -7.1 -1.4 -0.326
H -13.362330 -3.034586 13.177716 0.4 -1.0 0.5 0.665
H -5.666248 1.590624 12.609230 0.4 -0.4 -0.1 0.509
H -7.317792 -3.937281 12.136308 -0.2 0.2 -0.3 -1.213
H -5.874865 -2.970834 9.682970 1.4 0.3 -0.6 -1.138
H -11.757002 -8.172946 10.560387 0.2 0.4 -0.2 0.396
H -8.123655 -5.259953 11.305953 0.3 1.3 0.1 1.210
C -6.986197 -5.886259 7.479295 0.3 0.5 -0.6 -0.608
H -9.494498 -2.920574 13.799722 -0.3 1.1 0.1 -0.535
S -8.669483 -2.996088 10.336708 1.7 3.0 1.9 0.577
H -13.495362 -4.276123 12.024134 0.4 0.3 -0.6 0.717
H -14.557092 0.591609 14.863224 -0.6 -0.2 -0.5 0.464
C -13.645686 0.365649 12.798982 -0.1 -0.7 -0.4 1.473
H -10.756218 -6.297175 14.333333 1.6 0.2 1.0 0.457
O -7.400183 -2.546218 9.574225 -3.9 -0.1 6.3 1.666
H -8.899502 0.157322 13.454921 -0.4 0.4 0.5 -0.633
H -12.877752 -8.071107 11.837581 0.1 0.3 0.5 0.469
C -7.136002 -6.554309 14.605984 0.1 0.4 -0.3 -0.648
H -8.837928 -2.330273 8.490701 -0.5 0.0 -1.7 -0.239
C -8.208237 0.980158 13.637113 0.6 -0.6 -0.2 -0.154
H -5.495733 -3.456125 12.401222 0.5 1.2 0.1 -0.103
H -5.921076 -4.537055 9.893360 1.0 -0.8 0.4 -0.338
C -6.088998 -0.361380 9.128332 0.6 -0.2 -0.6 -0.007
H -10.596368 -5.686799 9.001650 -0.3 0.6 -1.3 0.958
C -11.215806 1.847912 10.089188 -1.1 -0.8 0.9 -2.147